Computed, not measured: a molecular structure, C16H27IrN2OSb2, with the ωB97M-V functional and the def2-TZVPD basis.

Last column: Mulliken spin population.
Atoms and positions in Å:
1 Ir -0.251 -0.256 -0.448  2.37
2 C -0.185 -3.742 0.350  0.02
3 Sb -1.741 -2.774 1.528  0.14
4 C -0.488 -1.626 2.891  0.07
5 C 2.282 -3.574 3.957  0.60
6 C 3.071 -4.107 2.946  -0.06
7 C 3.010 -5.507 2.679  0.19
8 C 3.819 -6.104 1.749  -0.09
9 C 4.736 -5.333 1.032  0.22
10 C 4.797 -3.962 1.244  -0.11
11 C 3.977 -3.317 2.161  0.21
12 C 4.040 -1.845 2.297  0.03
13 Sb 2.683 -0.774 0.883  0.09
14 C 3.663 1.113 1.229  0.02
15 C 3.899 -1.208 -0.833  -0.01
16 H -0.457 -4.773 0.125  0.00
17 H 0.742 -3.745 0.915  0.01
18 H -0.039 -3.206 -0.588  -0.01
19 H -0.745 -1.845 3.927  0.00
20 H -0.644 -0.566 2.691  -0.01
21 H 0.556 -1.878 2.725  -0.03
22 H 1.610 -4.212 4.516  0.01
23 H 2.322 -2.535 4.245  0.01
24 H 2.300 -6.094 3.250  0.00
25 H 3.757 -7.171 1.577  0.00
26 H 5.392 -5.799 0.308  0.01
27 H 5.506 -3.368 0.678  0.00
28 H 5.019 -1.456 2.019  0.01
29 H 3.784 -1.491 3.294  0.01
30 H 4.740 0.957 1.180  0.00
31 H 3.400 1.526 2.202  0.00
32 H 3.356 1.807 0.447  0.00
33 H 4.942 -1.037 -0.571  0.00
34 H 3.605 -0.528 -1.632  0.00
35 H 3.768 -2.237 -1.161  0.00
36 N 1.580 2.104 -1.528  0.17
37 C 0.932 1.208 -1.181  -0.10
38 C -2.577 3.821 -1.468  0.01
39 C -1.933 2.664 -0.750  -0.03
40 N -1.272 2.963 0.388  0.01
41 O -2.030 1.517 -1.185  0.04
42 H -2.763 4.667 -0.810  0.00
43 H -3.507 3.479 -1.915  0.00
44 H -1.911 4.133 -2.274  0.00
45 H -1.044 3.911 0.627  0.00
46 H -0.705 2.226 0.775  0.01
47 C -2.057 -1.137 0.171  0.18
48 H -2.537 -1.553 -0.726  0.02
49 H -2.801 -0.477 0.621  0.00

As for the multiplicity: 5. Its expectation value of S² is 6.06. The net charge is 0. The value obtained for the HOMO energy (spin up / spin down) is -7.0 / -8.3 eV. Its energy above the lowest of the compared OMol25 structures with the same formula, charge and spin is 6.3 kcal/mol.

Computed, not measured: a molecular structure, C16H27N2O3S3SiY, with the ωB97M-V functional and the def2-TZVPD basis.

Last column: Mulliken charge in e.
Atoms and positions in Å:
1 Y 0.990 -1.471 -2.048  0.24
2 S 0.308 -3.936 -2.307  -0.44
3 C 1.625 -4.112 -3.466  0.69
4 C 1.340 -4.990 -4.561  -0.27
5 N 1.105 -5.689 -5.444  -0.41
6 C 2.846 -3.493 -3.425  0.62
7 S 3.424 -2.365 -2.199  -0.39
8 C 3.774 -3.752 -4.485  -0.24
9 N 4.516 -3.951 -5.340  -0.41
10 C 0.365 -0.682 2.453  -1.34
11 C 0.338 -1.656 1.286  1.54
12 C -0.875 -2.568 1.332  -1.34
13 C 1.629 -2.455 1.224  -1.67
14 O 0.274 -0.907 0.003  0.65
15 Si -0.584 0.553 -0.295  0.23
16 S -0.507 0.655 -2.382  -0.75
17 O -2.022 0.306 0.394  -0.05
18 C -3.102 1.223 0.675  1.65
19 C -2.852 1.840 2.046  -1.47
20 C -4.368 0.379 0.681  -1.74
21 C -3.178 2.299 -0.400  -1.50
22 O 0.147 1.772 0.488  0.17
23 C 1.356 2.521 0.259  1.61
24 C 2.476 1.610 -0.237  -1.20
25 C 1.068 3.622 -0.753  -1.66
26 C 1.728 3.117 1.609  -1.69
27 H 0.440 -1.252 3.379  0.60
28 H -0.542 -0.079 2.487  0.12
29 H 1.228 -0.020 2.384  0.19
30 H -0.854 -3.158 2.249  0.48
31 H -0.866 -3.255 0.484  0.19
32 H -1.790 -1.977 1.309  0.11
33 H 1.740 -3.026 2.146  0.48
34 H 2.494 -1.797 1.123  0.26
35 H 1.619 -3.163 0.391  0.41
36 H -2.799 1.059 2.807  0.31
37 H -3.663 2.522 2.306  0.52
38 H -1.912 2.394 2.041  0.12
39 H -4.288 -0.414 1.426  0.35
40 H -4.517 -0.076 -0.299  0.40
41 H -5.235 0.997 0.919  0.43
42 H -2.263 2.897 -0.419  0.19
43 H -4.016 2.965 -0.192  0.51
44 H -3.322 1.851 -1.384  0.34
45 H 2.258 1.241 -1.243  0.12
46 H 2.623 0.768 0.443  0.19
47 H 3.411 2.168 -0.294  0.59
48 H 0.762 3.191 -1.707  0.32
49 H 1.960 4.230 -0.911  0.47
50 H 0.266 4.266 -0.388  0.35
51 H 1.933 2.327 2.333  0.37
52 H 0.903 3.724 1.985  0.36
53 H 2.613 3.746 1.518  0.42

As for the multiplicity: 1. The net charge is 0. The value obtained for the HOMO energy is -8.6 eV. Its energy above the lowest of the compared OMol25 structures with the same formula, charge and spin is 0.0 kcal/mol.

Computed, not measured: 2 unconnected molecules or ions with the total composition C16H27O2Si, with the ωB97M-V functional and the def2-TZVPD basis.

Last column: Mulliken charge in e.
Atoms and positions in Å:
1 C 3.627 0.021 3.725  -1.23
2 C 3.026 0.247 2.331  -0.41
3 C 1.536 0.324 2.395  0.63
4 C 0.748 1.426 2.288  -0.36
5 C -0.613 1.445 2.866  -0.94
6 O 0.915 -0.849 2.701  -0.52
7 Si 0.265 -1.769 1.406  0.18
8 C 1.075 -3.434 1.519  -1.00
9 C -1.580 -1.750 1.646  -0.96
10 C 0.681 -1.038 -0.261  -0.54
11 H 4.708 -0.129 3.639  0.40
12 H 3.441 0.892 4.365  0.31
13 H 3.186 -0.870 4.190  0.30
14 H 3.390 1.188 1.895  0.34
15 H 3.323 -0.581 1.665  0.22
16 H 1.177 2.380 1.971  0.42
17 H -0.891 2.482 3.088  0.41
18 H -1.368 1.024 2.192  -0.03
19 H -0.684 0.890 3.816  0.29
20 H 0.711 -4.052 0.687  0.34
21 H 2.168 -3.353 1.437  0.28
22 H 0.830 -3.928 2.467  0.30
23 H -2.027 -2.318 0.818  0.35
24 H -1.841 -2.240 2.593  0.28
25 H -2.017 -0.744 1.644  0.23
26 H 0.376 -1.771 -1.027  0.22
27 H 0.143 -0.099 -0.462  0.05
28 H 1.756 -0.842 -0.398  0.40
29 C -4.112 2.310 -1.583  -0.66
30 O -2.716 2.324 -1.931  -0.24
31 C -2.002 1.244 -1.772  -0.05
32 C -1.128 0.844 -2.830  0.74
33 C -0.864 -0.534 -3.035  -0.42
34 C 0.031 -0.928 -4.024  -0.49
35 C 0.631 0.031 -4.856  -0.41
36 C 0.276 1.382 -4.732  -0.51
37 C -0.598 1.797 -3.740  -0.47
38 H -4.453 3.311 -1.848  0.26
39 H -4.658 1.556 -2.168  0.33
40 H -4.232 2.118 -0.510  0.35
41 H -2.278 0.557 -0.952  0.40
42 H -1.379 -1.248 -2.389  0.52
43 H 0.265 -1.984 -4.164  0.42
44 H 1.371 -0.279 -5.595  0.42
45 H 0.695 2.112 -5.426  0.40
46 H -0.911 2.837 -3.642  0.46

As for the multiplicity: 1. The net charge is +1. The value obtained for the HOMO energy is -10.6 eV. Its energy above the lowest of the compared OMol25 structures with the same formula, charge and spin is 27.6 kcal/mol.

Computed, not measured: a molecular structure, C16H28BiIN4O2, with the ωB97M-V functional and the def2-TZVPD basis.

Last column: Mulliken charge in e.
Atoms and positions in Å:
1 C 1.578 -2.841 -3.450  -1.03
2 I 1.789 -0.479 -3.370  -0.66
3 H 2.028 -3.016 -4.439  0.34
4 H 0.536 -3.184 -3.481  0.22
5 H 2.212 -3.318 -2.697  0.22
6 C 3.863 0.044 2.069  -0.58
7 C 4.350 0.904 1.157  -0.59
8 N 3.460 0.913 0.088  0.60
9 C 2.392 0.090 0.335  -0.93
10 N 2.676 -0.466 1.549  0.66
11 H 4.233 -0.248 3.033  0.40
12 H 5.239 1.510 1.178  0.48
13 C -4.169 -0.895 -1.570  -0.73
14 C -1.942 -0.425 -1.521  -0.89
15 N -2.998 -0.929 -0.815  1.60
16 H -4.446 -0.234 -3.645  0.61
17 N -2.475 -0.146 -2.752  0.62
18 H -5.109 -1.221 -1.170  0.91
19 Bi 0.301 -0.061 -0.761  0.87
20 C 0.771 -2.537 -1.092  -0.09
21 O 0.808 -3.581 -0.611  -0.22
22 C -3.842 -0.412 -2.777  -1.68
23 C -1.792 0.392 -3.910  -0.92
24 H -1.837 1.493 -3.923  0.32
25 H -2.288 0.014 -4.817  0.40
26 H -0.733 0.083 -3.923  -0.07
27 C -2.988 -1.417 0.550  -1.84
28 H -3.833 -2.110 0.661  0.76
29 H -3.122 -0.594 1.272  0.03
30 H -2.050 -1.939 0.786  0.13
31 C 1.842 -1.402 2.283  -0.63
32 H 2.477 -1.911 3.018  0.40
33 H 1.393 -2.135 1.600  0.09
34 H 1.030 -0.870 2.806  0.06
35 C 3.667 1.766 -1.064  -0.77
36 H 3.055 1.419 -1.908  0.01
37 H 4.727 1.721 -1.356  0.33
38 H 3.416 2.814 -0.825  0.29
39 C 0.310 2.202 2.490  -2.05
40 C -0.892 1.331 2.124  4.76
41 C -1.498 0.787 3.417  -2.82
42 C -1.925 2.189 1.400  -2.84
43 O -0.513 0.214 1.354  -0.83
44 H -0.034 3.033 3.120  0.51
45 H 0.785 2.626 1.598  0.23
46 H 1.057 1.638 3.060  0.14
47 H -1.817 1.605 4.072  0.55
48 H -2.372 0.162 3.208  0.24
49 H -0.764 0.183 3.964  0.23
50 H -1.510 2.613 0.480  0.22
51 H -2.819 1.610 1.153  0.38
52 H -2.228 3.016 2.052  0.55

As for the multiplicity: 1. The net charge is -2. The value obtained for the HOMO energy (spin up / spin down) is 3.1 / 1.4 eV.

Computed, not measured: 2 unconnected molecules or ions with the total composition C16H28BrCl2O7P, with the ωB97M-V functional and the def2-TZVPD basis.

Last column: Mulliken charge in e.
Atoms and positions in Å:
1 C -4.556 -2.878 5.021  -0.91
2 C -4.847 -1.508 4.145  -0.62
3 C -3.447 -0.853 3.509  0.64
4 C -3.135 0.488 4.396  -1.25
5 C -3.752 -0.591 1.922  -1.13
6 O -3.609 -1.918 1.235  -0.35
7 C -2.146 -2.039 1.016  0.14
8 O -1.370 -3.005 1.493  -0.59
9 C -1.781 -0.660 0.139  1.51
10 C -2.569 -1.039 -1.288  -0.78
11 O -2.370 -2.478 -1.666  -0.12
12 O -3.545 -3.070 -1.788  -0.46
13 C -0.205 -0.501 -0.158  -0.75
14 Cl 0.733 -2.028 -0.778  -0.14
15 C 0.661 0.702 -0.065  0.45
16 C 2.289 0.681 -0.448  -0.98
17 Cl -0.039 2.321 0.447  -0.17
18 C -2.676 0.343 1.044  -0.18
19 P -3.908 1.578 0.217  0.14
20 O -3.093 2.931 -0.513  -0.48
21 Br -5.256 2.565 1.821  -0.28
22 H -5.145 -2.762 6.037  0.28
23 H -3.417 -2.996 5.295  0.28
24 H -4.928 -3.805 4.380  0.25
25 H -5.622 -1.768 3.274  0.24
26 H -5.299 -0.709 4.874  0.38
27 H -2.605 -1.632 3.737  0.34
28 H -3.552 1.490 3.958  0.15
29 H -3.463 0.312 5.523  0.42
30 H -1.950 0.614 4.433  0.27
31 H -4.887 -0.359 1.724  0.71
32 H -3.753 -0.936 -1.178  0.43
33 H -2.269 -0.314 -2.159  0.35
34 H -3.438 -4.077 -1.662  0.33
35 H 2.751 1.600 0.158  0.30
36 H 2.840 -0.271 -0.050  0.35
37 H 2.486 0.926 -1.581  0.28
38 H -2.147 1.020 1.838  0.63
39 H -3.085 3.715 0.141  0.31
40 C 4.936 -0.316 -3.709  -0.82
41 O 4.720 0.915 -3.026  -0.33
42 C 5.838 1.291 -2.218  -0.39
43 C 6.721 2.326 -2.927  -0.59
44 O 7.334 1.777 -4.098  -0.37
45 C 6.647 2.143 -5.290  -0.69
46 H 4.209 -0.389 -4.523  0.25
47 H 5.941 -0.384 -4.137  0.38
48 H 4.777 -1.149 -3.018  0.32
49 H 6.422 0.409 -1.925  0.36
50 H 5.436 1.741 -1.305  0.32
51 H 7.531 2.617 -2.249  0.38
52 H 6.151 3.229 -3.173  0.34
53 H 6.913 3.169 -5.567  0.32
54 H 5.563 2.063 -5.187  0.29
55 H 6.967 1.470 -6.089  0.25

As for the multiplicity: 1. The net charge is 0. The value obtained for the HOMO energy is -9.0 eV. As for the structure (SMILES): CC[C@H](C)[C@@H]1OC(=O)[C@](COO)(/C(Cl)=C(/C)Cl)[C@H]1P(O)Br.COCCOC.

Computed, not measured: 2 unconnected molecules or ions with the total composition C16H28FN4O4, with the ωB97M-V functional and the def2-TZVPD basis.

Last column: Mulliken charge in e.
Atoms and positions in Å:
1 C -0.566 2.906 1.913  -0.78
2 C -1.627 3.849 1.369  0.38
3 O -1.463 5.037 1.380  -0.53
4 N -2.856 3.292 0.861  -0.08
5 C -3.815 3.170 1.967  -1.00
6 C -2.687 2.026 0.154  -0.86
7 C -1.677 2.155 -1.002  -0.47
8 C -2.177 1.596 -2.337  -1.02
9 C -2.230 0.042 -2.483  -1.29
10 C -1.616 -0.705 -1.341  0.80
11 C -2.382 -1.279 -0.331  -0.52
12 C -1.734 -1.908 0.692  0.66
13 F -2.410 -2.471 1.663  -0.30
14 C -0.325 -1.961 0.710  0.34
15 C 0.469 -2.574 1.837  -0.87
16 O 0.944 -1.582 2.710  -0.21
17 O -0.240 -1.084 3.364  -0.36
18 N 0.353 -1.423 -0.269  -0.96
19 N -0.285 -0.818 -1.258  1.09
20 C 0.605 -0.285 -2.298  -0.47
21 H -0.946 1.917 2.172  0.13
22 H -0.113 3.380 2.783  0.42
23 H 0.223 2.792 1.162  0.23
24 H -3.398 2.634 2.833  0.34
25 H -4.687 2.617 1.616  0.38
26 H -4.128 4.164 2.287  0.33
27 H -2.408 1.206 0.840  0.29
28 H -3.673 1.776 -0.253  0.68
29 H -1.474 3.219 -1.157  0.63
30 H -0.718 1.707 -0.715  0.19
31 H -3.187 1.977 -2.501  0.45
32 H -1.566 1.998 -3.148  0.41
33 H -3.267 -0.290 -2.563  0.39
34 H -1.739 -0.262 -3.410  0.36
35 H -3.463 -1.217 -0.361  0.51
36 H -0.130 -3.313 2.375  0.39
37 H 1.366 -3.048 1.436  0.35
38 H 0.061 -0.193 3.595  0.34
39 H 0.384 0.767 -2.475  0.22
40 H 0.479 -0.857 -3.218  0.42
41 H 1.634 -0.401 -1.959  0.00
42 C 4.747 -0.908 -0.137  -1.38
43 C 4.172 -1.730 -1.265  0.87
44 O 3.559 -1.211 -2.192  -0.73
45 N 4.370 -3.068 -1.233  -0.17
46 C 5.096 -3.846 -0.246  -0.85
47 H 4.510 0.135 -0.322  0.30
48 H 4.327 -1.208 0.825  0.35
49 H 5.830 -1.019 -0.085  0.44
50 H 3.991 -3.554 -2.032  0.23
51 H 5.947 -4.353 -0.702  0.32
52 H 4.450 -4.597 0.209  0.28
53 H 5.470 -3.197 0.539  0.32

As for the multiplicity: 1. The net charge is +1. The value obtained for the HOMO energy is -11.8 eV. Its energy above the lowest of the compared OMol25 structures with the same formula, charge and spin is 0.0 kcal/mol.